Computed, not measured: a cluster of 2 separate species, H2NP2 in total at a distorted geometry, with ωB97M-V with the def2-TZVPD basis set.

Bonds (Å) are listed after each position.
CARTESIAN COORDINATES (ANGSTROEM)
1 N 0.21 -0.29 0.28  P3 1.466
2 P -2.93 0.10 -1.72  H4 1.330
3 P 1.52 0.04 0.85  N1 1.466, H5 1.427
4 H -3.39 1.35 -1.73  P2 1.330
5 H 2.50 0.60 1.72  P3 1.427

Summary:
- Kohn-Sham gap (spin up / spin down): 3.415 / 6.870 eV
- Charge: +1
- Relative energy (zero: lowest compared OMol25 entry of this formula, charge and spin): 618.2 kJ/mol
- HOMO level (spin up / spin down): -12.073 / -13.786 eV

Atom charges from the Löwdin analysis, given in e for atoms 1 to 4: number 1, N, carries -0.331; number 2, P, carries 0.752; number 3, P, carries 0.945; number 4, H, carries -0.327